A structure of composition C30H32F10I2N4PS5SbSiTc in a non-equilibrium geometry, computed with ωB97M-V/def2-TZVPD.

LUMO (spin up / spin down)   -7.7 / -8.3 eV
Charge   +2
Kohn-Sham gap (spin up / spin down)   5.54 / 4.95 eV
ΔE to the lowest compared entry with this formula, charge and spin   0.0 kcal/mol
<S²>   1.210
E_HOMO (spin up / spin down)   -13.2 / -13.2 eV
Multiplicity   2
E_tot   -5917.87081 hartree

Each line ends with the Löwdin spin population.
Cartesian coordinates (Å):
I1 7.1117 -1.5522 -1.8651  0.000
I2 5.6463 0.0606 -0.3522  0.002
Sb1 1.8789 -0.4707 7.5414  0.022
Tc1 1.0875 0.2841 1.8067  -0.395
S1 2.7838 1.6059 1.1184  0.373
S2 0.8675 1.2300 3.8571  0.316
S3 2.6099 1.7196 6.5417  0.061
S4 0.7432 -1.3823 5.9075  0.078
S5 2.7421 1.4632 4.5462  0.252
P1 3.2560 -2.5667 3.0339  0.001
Si1 0.6820 -2.1424 -1.1930  -0.001
F1 -6.0132 0.4931 1.0575  -0.003
F2 1.2463 -1.2183 0.3251  -0.011
F3 2.7629 -1.0108 2.7091  0.005
F4 -3.7287 4.8223 -1.3029  0.003
F5 -3.4277 0.8604 1.3007  0.002
F6 1.7540 -2.9226 3.0657  0.001
F7 4.2594 -2.3918 1.8929  0.000
F8 3.8025 -2.1173 4.3838  0.001
F9 -6.3200 4.5112 -1.4892  -0.003
F10 3.6374 -4.0647 3.2057  0.000
N1 -9.2767 3.8911 -1.6106  -0.011
N2 -8.9595 0.2450 0.5250  -0.010
N3 -0.3733 1.3598 1.0805  0.008
N4 -0.6444 4.8063 -1.0397  0.009
C1 -3.4567 2.8255 -0.0382  -0.005
C2 -5.4717 1.5470 0.4850  -0.007
C3 1.9796 -3.4942 -1.3140  0.000
C4 -1.6865 -1.4896 0.2306  0.000
C5 3.3432 -2.9511 -1.7717  0.000
C6 -4.2959 3.7722 -0.7332  0.006
C7 -4.1513 1.7298 0.5922  0.006
C8 2.2030 -4.1856 0.0403  0.000
C9 1.4899 -4.5444 -2.3364  0.000
C10 -8.5267 3.2116 -1.0664  -0.001
C11 -8.3576 1.1495 0.1517  -0.001
C12 -1.9031 -2.9996 -1.7524  0.000
C13 0.8136 -0.7240 -2.4294  0.000
C14 -5.6247 3.6152 -0.8271  -0.008
C15 2.1076 0.0851 -2.2420  0.007
C16 -1.0188 -2.6337 -0.5416  0.000
C17 3.7541 4.0528 0.9451  0.071
C18 0.7876 -1.3285 -3.8480  0.000
C19 -2.0948 2.9337 0.0013  0.015
C20 -7.6610 2.2960 -0.3720  -0.019
C21 1.4764 3.9626 1.8118  0.062
C22 -6.3218 2.4778 -0.2434  0.008
C23 1.4894 5.3320 1.9489  0.003
C24 2.6196 6.0660 1.5852  0.098
C25 2.6115 3.3077 1.3044  0.054
C26 -0.3537 0.2680 -2.3126  0.000
C27 -1.3384 3.9945 -0.6125  0.001
C28 -1.2236 1.9945 0.6438  -0.004
C29 -0.9685 -3.8386 0.4090  0.000
C30 3.7500 5.4237 1.0880  -0.005
H1 -0.1295 -1.8956 -4.0378  0.000
H2 -0.2260 1.0474 -3.0709  0.000
H3 3.7519 -2.2278 -1.0616  0.000
H4 -0.3276 -3.6554 1.2751  0.000
H5 2.1817 0.4993 -1.2390  0.008
H6 -2.8969 -3.2919 -1.4006  0.000
H7 1.3912 -4.8497 0.3225  0.000
H8 -2.6765 -1.8179 0.5608  0.000
H9 -1.1224 -1.2255 1.1310  0.000
H10 0.6036 3.3975 2.0978  0.008
H11 -1.9808 -4.0275 0.7814  0.000
H12 -1.3240 -0.2007 -2.4900  0.000
H13 1.6347 -1.9914 -4.0316  0.000
H14 4.0454 -3.7871 -1.8378  0.000
H15 -1.8097 -0.5911 -0.3705  0.000
H16 2.1011 0.9194 -2.9515  0.000
H17 0.6207 5.8432 2.3422  -0.001
H18 0.8354 -0.5210 -4.5841  0.000
H19 3.3000 -2.4885 -2.7573  0.000
H20 4.6279 3.5388 0.5603  0.002
H21 2.6147 7.1431 1.6883  0.005
H22 2.2329 -5.3427 -2.4087  0.000
H23 3.0043 -0.4977 -2.4326  0.000
H24 4.6262 5.9968 0.8150  -0.002
H25 1.3602 -4.1185 -3.3345  0.000
H26 0.5406 -4.9978 -2.0385  0.000
H27 -2.0249 -2.1661 -2.4481  0.000
H28 -1.4927 -3.8435 -2.3144  0.000
H29 -0.6360 -4.7476 -0.0923  0.000
H30 2.3174 -3.4403 0.8246  0.000
H31 3.1202 -4.7797 -0.0013  0.000
H32 -0.3620 0.7512 -1.3386  0.000


The ion C3H6F2NS with charge +1 in a non-equilibrium geometry, computed with ωB97M-V/def2-TZVPD.

LUMO   -5.6 eV
Charge   +1
Kohn-Sham gap   9.35 eV
ΔE to the lowest compared entry with this formula, charge and spin   56.4 kcal/mol
Structure (SMILES)   C/C(F)=[N+](/C)SF
E_HOMO   -14.9 eV
Multiplicity   1
E_tot   -770.14840 hartree

Each line ends with the natural charge from an NBO analysis.
Cartesian coordinates (Å):
S1 2.3575 -0.7068 0.6932  0.815
F1 -0.9845 1.0178 -0.3053  -0.264
F2 2.2760 -2.3266 0.0596  -0.430
N1 0.8400 0.2406 -0.1753  -0.484
C1 -0.1330 0.7242 0.6142  0.779
C2 0.5652 -0.1538 -1.7193  -0.306
C3 -0.4363 0.7942 2.3476  -0.593
H1 0.1774 -0.0550 2.6896  0.260
H2 -1.4790 0.6551 2.5768  0.270
H3 0.2108 0.6568 -2.1041  0.218
H4 -0.0983 -0.9949 -1.6025  0.232
H5 1.5464 -0.5099 -1.8290  0.230
H6 -0.1683 1.7868 2.7203  0.272


A cluster of 2 separate species, C2H2F2N2S in total in a non-equilibrium geometry, computed with ωB97M-V/def2-TZVPD.

LUMO (spin up / spin down)   -0.6 / -0.6 eV
Kohn-Sham gap (spin up / spin down)   8.41 / 8.42 eV
ΔE to the lowest compared entry with this formula, charge and spin   0.9 kcal/mol
E_HOMO (spin up / spin down)   -9.1 / -9.1 eV
Multiplicity   1
E_tot   -784.68507 hartree

Each line ends with the natural charge from an NBO analysis.
Cartesian coordinates (Å):
S1 1.7666 0.0544 -0.1593  0.433
F1 -1.8007 1.3013 0.1188  -0.272
F2 -1.2329 -1.4325 -0.6215  -0.572
N1 0.6336 -1.0248 0.7986  -0.415
N2 -0.5506 -0.5761 0.7803  0.056
C1 -0.6530 0.6719 0.2204  0.476
C2 0.4035 1.0711 -0.4798  -0.412
H1 0.8766 -1.9515 0.5099  0.440
H2 0.5570 1.8860 -1.1672  0.267


A cluster of 8 separate species, C21H34F12N9O24S12 in total in a non-equilibrium geometry, computed with ωB97M-V/def2-TZVPD.

LUMO   0.9 eV
Charge   -3
Kohn-Sham gap   4.37 eV
ΔE to the lowest compared entry with this formula, charge and spin   226.2 kcal/mol
E_HOMO   -3.5 eV
Multiplicity   1
E_tot   -9095.45742 hartree

Each line ends with the Löwdin charge.
Cartesian coordinates (Å):
S1 18.7990 -16.7952 4.8843  0.469
S2 24.8926 -10.9194 8.3972  0.383
S3 16.2751 -10.4208 12.1834  0.390
S4 24.0738 -7.1595 10.7737  0.415
S5 25.7630 -12.9421 7.9213  0.536
S6 21.3266 -18.4784 11.2203  0.465
S7 17.1610 -15.2271 5.7049  0.581
S8 25.7117 -15.6162 2.3610  0.547
S9 18.2756 -11.6076 11.9727  0.585
S10 23.4631 -4.9023 10.8782  0.564
S11 23.5751 -16.3328 2.5871  0.438
S12 22.0409 -17.4292 13.2072  0.617
F1 25.2966 -14.1994 7.0265  -0.219
F2 26.3142 -14.2248 1.8434  -0.230
F3 19.7177 -10.9455 11.7233  -0.220
F4 22.9796 -4.0334 12.1298  -0.217
F5 20.2314 -16.7493 4.1311  -0.221
F6 16.9980 -13.6222 5.4914  -0.252
F7 21.6346 -18.4588 9.6075  -0.228
F8 22.5480 -15.8765 13.4300  -0.238
F9 23.6171 -8.6752 11.1391  -0.215
F10 15.7585 -8.9228 11.9141  -0.241
F11 23.4169 -10.2823 8.3315  -0.216
F12 22.2217 -16.0937 1.8059  -0.217
O1 24.8945 -4.5099 10.8421  -0.316
O2 25.4263 -7.1094 11.4051  -0.344
O3 21.7399 -19.8489 11.6531  -0.335
O4 19.2963 -17.1597 6.2133  -0.287
O5 23.9660 -17.7261 2.1978  -0.304
O6 18.0725 -17.8602 4.1310  -0.330
O7 19.8596 -18.1834 11.2398  -0.322
O8 26.0558 -15.5160 3.7558  -0.264
O9 23.2554 -16.1314 4.0473  -0.316
O10 18.4083 -12.0717 13.3609  -0.279
O11 16.1326 -10.4553 13.6503  -0.322
O12 26.0098 -13.7439 9.0957  -0.250
O13 15.3267 -11.1861 11.3580  -0.324
O14 22.5967 -4.3998 9.8754  -0.287
O15 26.3046 -16.6636 1.5480  -0.282
O16 17.5990 -15.2468 7.0931  -0.278
O17 24.0799 -7.1962 9.3081  -0.316
O18 25.6383 -9.9058 7.6216  -0.293
O19 22.9670 -18.2039 14.0151  -0.297
O20 26.9252 -12.5431 7.1312  -0.279
O21 25.1693 -10.9667 9.8199  -0.239
O22 18.2304 -12.6050 10.9217  -0.292
O23 20.6480 -17.2690 13.7097  -0.304
O24 15.8371 -15.7239 5.3732  -0.290
N1 17.3227 -10.4789 2.4000  -0.097
N2 23.9591 -11.8853 3.8903  -0.046
N3 24.3802 -12.0947 7.6881  -0.261
N4 24.1578 -15.2006 1.8146  -0.271
N5 22.3435 -17.4372 11.5482  -0.289
N6 21.7053 -14.1695 9.4873  -0.190
N7 18.3804 -15.3622 4.5022  -0.294
N8 23.0674 -6.4044 11.5065  -0.265
N9 17.5598 -10.1460 11.5672  -0.257
C1 15.9534 -10.2062 1.8634  0.032
C2 17.6510 -11.7396 2.5876  -0.014
C3 22.2918 -12.6493 11.6228  -0.212
C4 23.1108 -11.2553 4.7483  0.071
C5 25.3422 -12.0823 4.2272  0.035
C6 18.9267 -12.0716 2.8680  0.076
C7 21.7025 -15.4019 7.1615  -0.135
C8 21.2881 -11.4490 3.2428  -0.190
C9 20.5396 -14.9791 10.0485  0.047
C10 22.1333 -12.0569 2.2966  0.080
C11 19.9219 -11.0909 2.9688  -0.122
C12 22.7315 -13.6565 10.5049  -0.091
C13 23.4606 -12.2783 2.6840  0.033
C14 20.4490 -13.2503 7.4179  -0.130
C15 23.4750 -12.1725 12.4041  -0.084
C16 19.5346 -9.7221 2.7683  0.100
C17 18.1318 -9.3927 2.5849  0.058
C18 21.2253 -14.1670 6.4224  -0.168
C19 22.4864 -15.0498 8.4512  -0.062
C20 21.1637 -12.9608 8.7388  -0.100
C21 21.7341 -11.1280 4.4945  0.054
H1 21.8349 -11.7796 11.1506  0.087
H2 16.8575 -12.4572 2.4401  0.163
H3 20.2749 -12.3243 6.8699  0.089
H4 23.6179 -10.9392 5.6479  0.121
H5 20.8498 -16.0064 7.4709  0.093
H6 20.9430 -15.8479 10.5685  0.052
H7 23.4658 -14.5882 8.3259  0.083
H8 22.0765 -12.3947 8.5534  0.095
H9 23.2056 -12.1125 13.4585  0.079
H10 15.7952 -10.8239 0.9795  0.108
H11 22.3051 -16.0040 6.4815  0.114
H12 20.2952 -8.9557 2.7924  0.127
H13 17.7302 -8.4323 2.2971  0.132
H14 22.0391 -13.5932 5.9791  0.087
H15 25.6098 -11.5435 5.1362  0.092
H16 21.0839 -10.8158 5.2984  0.140
H17 23.6968 -11.1920 11.9827  0.060
H18 20.5891 -12.3114 9.3992  0.122
H19 24.3703 -12.7940 12.3906  0.084
H20 15.1473 -10.2772 2.5937  0.116
H21 16.0112 -9.1878 1.4791  0.087
H22 21.4637 -13.1092 12.1620  0.103
H23 23.0619 -14.5991 10.9413  0.126
H24 19.7412 -15.4230 9.4538  0.122
H25 24.2272 -12.7127 2.0596  0.116
H26 19.0887 -13.1315 2.9973  0.137
H27 22.8394 -15.9646 8.9273  0.125
H28 20.5872 -14.4419 5.5826  0.079
H29 25.8780 -11.6932 3.3614  0.117
H30 25.5388 -13.1376 4.4162  0.102
H31 21.7709 -12.1466 1.2831  0.133
H32 20.2470 -14.3720 10.9052  0.092
H33 23.5796 -13.2124 9.9838  0.090
H34 19.4492 -13.5946 7.6822  0.098


> The highest ΔE to the lowest compared entry with this formula, charge and spin belongs to which entry?

C21H34F12N9O24S12